{
  "formula": "C50H67FN5S3SbTi",
  "method": "ωB97M-V/def2-TZVPD",
  "symbols": ["Ti", "C", "C", "C", "C", "C", "C", "N", "C", "C", "C", "C", "C", "C", "N", "N", "C", "C", "C", "C", "C", "N", "H", "H", "H", "H", "H", "H", "H", "H", "H", "H", "H", "H", "H", "C", "C", "S", "C", "C", "S", "C", "C", "S", "H", "H", "H", "H", "H", "H", "H", "H", "H", "H", "H", "H", "C", "C", "C", "C", "C", "C", "C", "C", "C", "C", "C", "C", "N", "C", "C", "C", "C", "C", "C", "F", "H", "H", "H", "H", "H", "H", "H", "H", "H", "H", "H", "H", "H", "H", "H", "H", "H", "H", "H", "H", "H", "C", "C", "C", "Sb", "C", "C", "C", "C", "C", "C", "H", "H", "H", "H", "H", "H", "H", "H", "H", "H", "H", "H", "H", "H", "H", "H", "H", "H", "H", "H", "H"],
  "coordinates": [[0.02607, 0.72503, 0.12004], [1.99826, 3.63883, -2.84908], [0.69903, 4.10141, -2.61040], [-0.29763, 3.23550, -2.22403], [-0.01524, 1.86168, -2.07456], [1.28548, 1.39206, -2.31315], [2.27768, 2.29557, -2.70415], [-0.93039, 0.94079, -1.56622], [-2.26810, 1.33758, -1.39383], [-3.25778, 1.23902, -2.36287], [-4.51581, 1.77143, -2.10587], [-4.79483, 2.39798, -0.89308], [-3.83274, 2.45966, 0.10534], [-2.58968, 1.89001, -0.14072], [-1.47892, 1.87184, 0.71855], [-1.33823, 2.80125, 1.64197], [-0.00702, 3.11376, 1.74165], [0.40268, 4.17747, 2.56105], [1.65510, 4.70384, 2.36689], [2.50136, 4.15076, 1.39528], [2.07865, 3.03623, 0.71492], [0.86273, 2.49379, 0.90157], [2.76892, 4.32759, -3.16979], [0.47271, 5.15403, -2.72839], [-1.30048, 3.59765, -2.03579], [1.47168, 0.32294, -2.30083], [3.26876, 1.91894, -2.92939], [-3.02180, 0.77180, -3.31383], [-5.28414, 1.70825, -2.86601], [-5.77258, 2.82973, -0.72288], [-4.02910, 2.93973, 1.05526], [-0.30505, 4.60040, 3.25910], [1.98012, 5.55642, 2.94952], [3.47899, 4.56404, 1.19426], [2.70651, 2.53794, -0.01232], [-4.19458, -0.20672, 2.44530], [-2.99028, -0.72188, 3.23159], [-1.38414, -0.78141, 2.38717], [-1.13854, -2.52610, 1.99460], [-2.12501, -3.13125, 1.00266], [-2.18202, -2.19665, -0.55334], [-3.95019, -2.17914, -0.91724], [-4.77336, -1.11630, -0.20703], [-5.15777, -1.44535, 1.54060], [-3.89933, 0.57792, 1.75147], [-4.88751, 0.24217, 3.15908], [-3.17616, -1.72410, 3.62204], [-2.82335, -0.06681, 4.08829], [-1.13597, -3.10069, 2.92409], [-0.12597, -2.56332, 1.58738], [-3.12120, -3.15916, 1.43651], [-1.81188, -4.15731, 0.79602], [-4.36407, -3.17825, -0.76675], [-3.98989, -1.98142, -1.99146], [-5.73521, -1.01494, -0.71370], [-4.27175, -0.15076, -0.26489], [-0.32293, 1.46972, -5.60307], [0.43659, 0.15228, -5.45112], [1.52739, 0.03278, -6.51964], [-0.48171, -1.05025, -5.47169], [-1.27043, -1.27652, -6.59007], [-2.07009, -2.40306, -6.69422], [-2.03998, -3.32582, -5.66422], [-1.25750, -3.15215, -4.52786], [-1.27706, -4.24823, -3.47842], [-0.44247, -5.45574, -3.91724], [-2.69624, -4.72682, -3.14879], [-0.48374, -1.97024, -4.38445], [0.14232, -1.61413, -3.19529], [0.99528, -2.40646, -2.57753], [1.83782, -3.40309, -3.18379], [2.69917, -4.20930, -2.47925], [2.83989, -4.10842, -1.09122], [2.10645, -3.12174, -0.44978], [1.28720, -2.30987, -1.18914], [0.59343, -1.30477, -0.41435], [0.36636, 2.30688, -5.74821], [-0.92673, 1.68513, -4.72258], [-0.99506, 1.44084, -6.46397], [0.91795, 0.14568, -4.47861], [1.11148, 0.14918, -7.52409], [2.01425, -0.94279, -6.47430], [2.28919, 0.80577, -6.38280], [-1.25218, -0.55701, -7.40239], [-2.69534, -2.56495, -7.56325], [-2.64461, -4.22329, -5.74731], [-0.86394, -3.84007, -2.55625], [-0.90702, -5.92432, -4.78928], [-0.39155, -6.20239, -3.12010], [0.57688, -5.18025, -4.18867], [-3.09750, -5.36978, -3.93605], [-3.38245, -3.89235, -3.01916], [-2.69137, -5.31274, -2.22560], [1.75317, -3.50170, -4.26014], [3.28337, -4.94373, -3.02183], [3.48986, -4.76690, -0.53336], [2.13926, -2.98769, 0.62603], [2.40929, 1.36318, 5.40865], [3.36303, 0.86333, 4.32628], [4.12072, 2.04394, 3.73330], [2.31610, -0.28141, 2.81397], [4.04166, -0.98817, 1.68709], [4.14983, -0.24354, 0.35752], [5.38598, -0.99418, 2.40964], [1.95529, -2.12136, 3.91734], [3.21119, -2.81713, 4.43128], [0.93885, -1.95930, 5.04642], [2.96067, 1.91623, 6.17553], [1.86722, 0.56036, 5.90613], [1.66965, 2.04793, 4.98341], [4.07003, 0.14962, 4.75881], [3.42128, 2.78784, 3.35469], [4.78637, 1.77304, 2.91453], [4.72434, 2.52828, 4.50755], [3.77585, -2.02651, 1.47154], [4.49352, 0.78415, 0.51274], [3.19822, -0.20284, -0.18063], [4.86561, -0.73635, -0.30620], [5.74308, 0.01404, 2.61861], [6.13938, -1.47045, 1.77439], [5.36330, -1.53838, 3.35366], [1.51416, -2.75908, 3.14427], [3.78159, -2.17870, 5.11094], [3.87288, -3.13452, 3.62486], [2.93236, -3.71352, 4.99457], [1.40485, -1.50634, 5.92365], [0.56925, -2.94031, 5.36133], [0.08071, -1.35022, 4.76179]],
  "atomic_forces_ev_per_a": [[0.4, -1.3, -0.7], [0.0, 0.0, 0.0], [0.0, 0.0, 0.0], [0.1, 0.0, -0.1], [-0.2, -0.2, -0.1], [0.0, 0.2, 0.3], [0.1, -0.1, 0.0], [-0.3, 0.2, 0.3], [-0.2, 0.1, 0.0], [0.1, 0.1, -0.1], [0.0, 0.0, 0.0], [0.0, 0.0, 0.0], [-0.1, 0.0, -0.1], [0.0, -0.1, 0.2], [-0.3, 0.7, -0.1], [0.0, 0.1, -0.2], [-0.3, 0.1, 0.1], [0.1, 0.0, -0.1], [0.0, 0.0, 0.0], [0.0, 0.0, 0.0], [0.0, -0.1, 0.1], [0.0, 0.4, 0.3], [0.0, 0.0, 0.0], [0.0, 0.0, 0.0], [0.0, 0.0, 0.0], [-0.1, -0.1, -0.1], [0.0, 0.0, 0.0], [0.0, 0.0, 0.0], [0.0, 0.0, 0.0], [0.0, 0.0, 0.0], [0.0, 0.0, 0.0], [0.0, 0.0, 0.0], [0.0, 0.0, 0.0], [0.0, 0.0, 0.0], [0.0, 0.0, 0.0], [0.0, 0.0, 0.0], [-0.1, 0.0, -0.1], [0.4, -0.1, -0.1], [-0.1, -0.1, 0.0], [0.0, 0.0, 0.0], [-0.1, 0.0, 0.0], [0.0, 0.0, 0.0], [0.1, 0.0, 0.0], [0.0, 0.0, 0.0], [0.0, 0.0, 0.0], [0.0, 0.0, 0.0], [0.0, 0.0, 0.0], [0.0, 0.0, 0.0], [0.0, 0.0, 0.0], [0.0, 0.0, 0.0], [0.0, 0.0, 0.0], [0.0, 0.0, 0.0], [0.0, 0.0, 0.0], [0.0, 0.0, 0.0], [0.0, 0.0, 0.0], [-0.1, -0.1, 0.0], [0.0, 0.1, -0.1], [-0.1, 0.0, 0.0], [0.0, 0.0, 0.0], [0.1, -0.2, 0.2], [0.0, 0.0, 0.0], [0.0, 0.0, 0.0], [0.0, -0.1, -0.1], [0.0, 0.0, 0.0], [-0.1, 0.0, 0.1], [0.0, -0.1, -0.1], [0.0, 0.0, 0.0], [0.1, 0.2, -0.2], [-0.2, 0.0, 0.2], [0.4, 0.1, 0.1], [-0.1, 0.2, 0.0], [0.0, 0.0, 0.0], [0.0, -0.1, 0.0], [-0.1, 0.1, 0.0], [-0.1, 0.0, -0.1], [0.2, 0.2, 0.1], [0.0, 0.0, 0.0], [-0.1, 0.0, 0.1], [0.0, 0.0, 0.0], [0.1, 0.0, 0.1], [0.0, 0.0, 0.0], [0.0, 0.0, 0.0], [0.0, 0.0, 0.0], [0.0, 0.0, 0.0], [0.0, 0.0, 0.0], [0.0, 0.0, 0.0], [0.0, 0.0, -0.1], [0.0, 0.0, 0.0], [0.0, 0.0, 0.0], [-0.2, -0.1, 0.0], [0.0, 0.0, 0.0], [0.0, 0.0, 0.0], [0.0, 0.0, 0.0], [0.0, 0.0, 0.0], [0.0, 0.0, 0.0], [0.0, 0.0, 0.0], [0.0, 0.0, 0.0], [0.0, 0.0, 0.0], [0.0, -0.1, 0.1], [0.0, 0.0, 0.0], [0.1, 0.0, -0.3], [0.1, -0.1, 0.0], [0.0, 0.0, 0.0], [0.0, 0.0, 0.0], [0.0, -0.1, 0.0], [0.0, 0.0, 0.0], [0.0, 0.0, 0.0], [0.0, 0.0, 0.0], [0.0, 0.0, 0.0], [0.0, 0.0, 0.0], [0.0, 0.1, 0.0], [0.0, 0.0, 0.0], [0.0, 0.0, 0.0], [0.0, 0.0, 0.0], [0.0, 0.0, 0.0], [0.0, 0.0, 0.0], [0.0, 0.0, 0.0], [0.0, 0.0, 0.0], [0.0, 0.0, 0.0], [0.0, 0.0, 0.0], [0.0, 0.0, 0.0], [0.0, 0.0, 0.0], [0.0, 0.0, 0.0], [0.0, 0.0, 0.0], [0.0, 0.0, 0.0], [0.0, 0.0, 0.0], [0.0, 0.0, 0.0], [0.0, 0.0, 0.0]],
  "mulliken_charge": [-0.4121, -0.8758, -0.8468, -0.8116, 1.3873, 0.1141, -0.7661, 0.6188, -0.1048, -0.8215, -0.9236, -0.9097, 0.2650, -0.1673, 2.2338, -1.3675, 0.1145, -1.0388, -0.1464, -1.3683, -0.1891, 1.4837, 0.4604, 0.4537, 0.4466, -0.4866, 0.5132, 0.6149, 0.4512, 0.3602, 0.4420, 0.5844, 0.4299, 0.4683, 0.3532, 0.2000, -1.3720, 0.4569, 0.6186, -1.5260, 0.8384, -1.5446, 0.4265, -0.2366, -0.6877, 0.5668, 0.4976, 0.5738, 0.9159, -1.4003, 0.5056, 0.5955, 0.6917, 0.3408, 0.6447, -0.8736, -1.1767, 2.0986, -1.7629, 0.9771, -0.5341, -1.5877, -0.5215, 0.7783, 2.0136, -1.6744, -1.8103, -1.2612, 1.0612, 0.0671, -1.3896, -0.7301, -1.2731, 0.0586, -0.5601, 1.7781, 0.3994, 0.0902, 0.3425, -1.0392, 0.3328, 0.3521, 0.4650, 0.3520, 0.3772, 0.2705, -0.6862, 0.4031, 0.4012, 0.2986, 0.5081, 0.3061, 0.3746, 0.9282, 0.4008, 0.4624, 0.2467, -1.3936, 0.3896, -1.2695, -0.4661, 0.7465, -1.5775, -1.7156, 1.1832, -1.6945, -1.7634, 0.4218, 0.1935, 0.2284, 0.4728, 0.0778, 0.1800, 0.5031, 0.2420, 0.2636, 0.2418, 0.5247, 0.3404, 0.4467, 0.2923, -0.0772, 0.2943, 0.3303, 0.4894, 0.4374, 0.4319, 0.2978],
  "relative_energy_kj_mol": 270.2,
  "homo_ev": [-5.78, -5.78],
  "s_squared": 2.019,
  "homo_lumo_gap_ha": [0.2044, 0.1503],
  "e_tot_ev": -125262.707,
  "multiplicity": 3
}